No. 1
{
  "formula": "C26H42BrIN3O8P",
  "method": "ωB97M-V/def2-TZVPD",
  "elements": ["C", "C", "O", "C", "C", "O", "C", "O", "C", "C", "O", "O", "C", "C", "C", "C", "Br", "C", "C", "C", "O", "I", "O", "C", "N", "O", "C", "P", "C", "C", "H", "H", "H", "H", "H", "H", "H", "H", "H", "H", "H", "H", "H", "H", "H", "H", "H", "H", "H", "H", "H", "H", "H", "H", "H", "H", "H", "H", "H", "H", "H", "H", "N", "C", "C", "C", "C", "H", "H", "H", "H", "H", "N", "C", "C", "C", "C", "H", "H", "H", "H", "H"],
  "positions_angstrom": [[2.90393, -4.86233, -0.68711], [1.93179, -4.42358, 0.38341], [0.97392, -3.54366, -0.18853], [-0.19606, -3.40944, 0.58926], [-1.22425, -4.38970, 0.06275], [-1.78864, -3.87551, -1.11765], [-1.64246, -4.73145, -2.22748], [-2.19769, -4.12822, -3.33331], [-1.48208, -2.95621, -3.73359], [-2.38035, -1.74866, -3.64022], [-2.77342, -1.46738, -2.31932], [-0.60776, -2.08225, 0.44301], [-1.24104, -1.48794, 1.55880], [-2.63166, -0.92425, 1.20677], [-3.83450, -1.69622, 1.72820], [-4.03199, -3.07289, 1.09467], [-3.90743, -1.83141, 3.66777], [-0.36655, -0.41899, 2.23955], [1.06830, -0.87937, 2.59282], [2.17156, -0.02947, 1.99492], [2.54944, 1.02992, 2.42930], [3.22374, -0.81164, 0.24077], [-1.04068, -0.26827, 3.53290], [-1.05591, 0.92624, 4.04584], [-1.05978, 1.95466, 4.59594], [-0.40597, 0.82654, 1.65345], [-0.25373, 0.86210, 0.24196], [-0.06881, 2.65659, -0.21567], [0.47870, 2.64766, -1.95981], [1.25831, 3.38033, 0.81593], [2.41541, -4.93238, -1.64930], [3.75518, -4.19647, -0.75409], [3.28804, -5.84003, -0.41724], [1.41485, -5.30642, 0.75804], [2.46865, -3.93072, 1.19011], [0.05506, -3.67797, 1.61906], [-0.68554, -5.31028, -0.15777], [-1.98722, -4.65006, 0.79005], [-0.58251, -4.94470, -2.41121], [-2.16455, -5.66789, -2.04553], [-0.58177, -2.82098, -3.13807], [-1.17336, -3.11176, -4.76455], [-3.29064, -1.99289, -4.17377], [-1.90031, -0.89253, -4.11542], [-1.99306, -1.42517, -1.76437], [-1.40083, -2.25691, 2.31541], [-2.71524, -0.88217, 0.12709], [-2.67882, 0.07397, 1.62694], [-4.70212, -1.11193, 1.45891], [-3.55424, -3.10498, 0.12111], [-3.70474, -3.86989, 1.74849], [-5.09162, -3.22301, 0.92770], [1.19367, -0.78540, 3.66432], [1.25539, -1.91596, 2.34690], [0.58373, 0.24777, -0.08213], [-1.13768, 0.52545, -0.28834], [1.35103, 2.02652, -2.15727], [0.72096, 3.66730, -2.23458], [-0.34525, 2.33339, -2.58564], [1.05690, 4.43053, 0.96016], [1.20553, 2.91074, 1.79275], [2.26228, 3.24794, 0.41980], [0.94661, 4.53647, -5.50421], [1.44710, 5.80768, -5.42099], [0.38821, 6.67332, -5.37655], [-0.79913, 5.89399, -5.43324], [-0.42193, 4.58101, -5.50986], [1.49798, 3.70133, -5.55370], [2.50829, 5.98560, -5.40036], [0.45550, 7.74582, -5.31007], [-1.81265, 6.25695, -5.41804], [-1.00566, 3.67855, -5.56698], [3.36570, 3.39507, 4.05578], [3.84208, 4.65338, 4.30156], [3.31314, 5.07994, 5.49076], [2.48253, 4.03663, 5.98070], [2.53607, 3.01317, 5.07279], [3.57940, 2.84075, 3.24912], [4.51348, 5.13582, 3.61220], [3.49726, 6.03376, 5.95571], [1.90749, 4.03978, 6.89096], [2.05241, 2.05268, 5.06152]],
  "smiles": "CCO[C@H](COCOCCO)O[C@H](C[C@@H](C)Br)[C@](CC(=O)I)(OC#N)OCP(C)C.c1cc[nH]c1.c1cc[nH]c1",
  "total_energy_ev": -135921.297,
  "homo_energy_ha": -0.2863,
  "mol_weight_g_mol": 762.417
}

No. 2
{
  "formula": "C26H42CrGe2Si2",
  "method": "ωB97M-V/def2-TZVPD",
  "elements": ["Cr", "C", "C", "Ge", "C", "C", "C", "C", "Ge", "C", "C", "C", "C", "C", "C", "C", "C", "C", "C", "H", "H", "H", "H", "H", "H", "H", "H", "H", "H", "H", "H", "H", "H", "H", "H", "H", "H", "H", "H", "H", "H", "H", "H", "H", "H", "C", "Si", "C", "C", "C", "C", "C", "C", "C", "Si", "C", "C", "H", "H", "H", "H", "H", "H", "H", "H", "H", "H", "H", "H", "H", "H", "H", "H"],
  "positions_angstrom": [[0.07713, -0.14821, 0.00005], [-0.09914, 0.29210, -5.00871], [-0.04560, -0.32610, -3.60871], [0.56210, 0.95203, -2.25239], [2.50917, 1.16794, -2.34073], [2.94293, 2.09091, -3.48310], [-0.25322, 2.67213, -2.63754], [-1.03794, 3.21687, -1.70942], [-1.15674, 2.07868, -0.12464], [-0.31244, 2.76568, 1.49612], [-0.84214, 4.09513, 2.04433], [-2.89515, 1.26543, 0.23138], [-4.07091, 2.21901, 0.47010], [-1.73142, 4.53788, -1.85426], [-2.51596, 5.05189, -0.82766], [-3.16109, 6.27752, -0.94096], [-3.03044, 7.02105, -2.10177], [-2.25057, 6.52578, -3.14164], [-1.61222, 5.30414, -3.01799], [-0.51766, -0.41814, -5.72535], [0.88862, 0.57522, -5.37558], [-0.72563, 1.18538, -5.03671], [0.61638, -1.19450, -3.58137], [-1.03290, -0.69047, -3.31751], [2.95900, 0.17695, -2.43392], [2.85297, 1.56580, -1.38372], [2.70562, 1.67774, -4.46463], [4.02261, 2.25431, -3.45440], [2.46708, 3.07096, -3.41835], [-0.07702, 3.18648, -3.58303], [0.75881, 2.84022, 1.29569], [-0.42057, 1.97217, 2.24019], [-0.68729, 4.92068, 1.34944], [-0.31657, 4.34060, 2.97007], [-1.90794, 4.05719, 2.28047], [-2.74169, 0.61848, 1.09925], [-3.11617, 0.59540, -0.60252], [-3.90001, 2.89350, 1.31218], [-4.96730, 1.63850, 0.70014], [-4.29113, 2.83179, -0.40410], [-2.63386, 4.49310, 0.09119], [-3.76275, 6.64409, -0.11875], [-3.52869, 7.97677, -2.19973], [-2.13849, 7.09528, -4.05558], [-1.01225, 4.94430, -3.84311], [1.64298, 0.21205, 3.47282], [1.51815, -0.84555, 1.93418], [3.23423, -0.84888, 1.15170], [1.15665, -2.60071, 2.48544], [1.95558, -3.28827, 3.41294], [1.66467, -4.58945, 3.78604], [0.55903, -5.23426, 3.23716], [-0.23973, -4.56834, 2.32275], [0.04376, -3.24982, 1.93269], [-0.99637, -2.31181, 0.68613], [-0.94880, -3.28656, -0.92753], [-2.76902, -2.36557, 1.28225], [2.39020, -0.21273, 4.15238], [0.69170, 0.25943, 4.00938], [1.95037, 1.23377, 3.23131], [3.97338, -1.24230, 1.85973], [3.54384, 0.16291, 0.87101], [3.27395, -1.47290, 0.25460], [2.82014, -2.79838, 3.85366], [2.29329, -5.10515, 4.50267], [0.32577, -6.25249, 3.52574], [-1.10085, -5.08487, 1.90660], [-1.29333, -4.31412, -0.76060], [0.06132, -3.34214, -1.34279], [-1.59811, -2.83345, -1.68348], [-3.07403, -3.40659, 1.43675], [-3.44984, -1.92065, 0.55059], [-2.89338, -1.83622, 2.23059]],
  "total_energy_ev": -184849.444,
  "homo_energy_ha": [-0.2843, -0.2392],
  "spin_multiplicity": 5,
  "mol_weight_g_mol": 608.010
}

No. 3
{
  "formula": "C26H42F4GeIN2O2OsSi3",
  "method": "ωB97M-V/def2-TZVPD",
  "elements": ["Os", "C", "N", "C", "C", "C", "N", "C", "C", "F", "C", "F", "C", "C", "F", "C", "F", "H", "H", "H", "H", "H", "H", "H", "H", "H", "H", "H", "I", "C", "C", "C", "C", "C", "C", "C", "O", "O", "H", "H", "H", "H", "C", "Si", "C", "C", "Ge", "Si", "C", "C", "C", "Si", "C", "C", "C", "H", "H", "H", "H", "H", "H", "H", "H", "H", "H", "H", "H", "H", "H", "H", "H", "H", "H", "H", "H", "H", "H", "H", "H", "H", "H", "H"],
  "positions_angstrom": [[0.67334, -0.58492, 1.27573], [2.21361, 1.90172, 1.68352], [2.39066, 0.43989, 1.86747], [3.60296, 0.01851, 1.13876], [2.60062, 0.11449, 3.32619], [1.26781, 0.12184, 4.06692], [0.33980, -0.61018, 3.21561], [-0.90658, -0.97433, 3.67267], [-1.63716, -1.82891, 2.83228], [-1.05891, -2.23197, 1.64582], [-2.91788, -2.24935, 3.12884], [-3.55159, -3.04318, 2.26494], [-3.53073, -1.84334, 4.30111], [-2.83122, -0.99625, 5.14442], [-3.39125, -0.57026, 6.26753], [-1.54624, -0.55622, 4.84611], [-0.94819, 0.28917, 5.69629], [3.12105, 2.41914, 2.00664], [1.36496, 2.24038, 2.27373], [2.02458, 2.09821, 0.62780], [4.47120, 0.53889, 1.55334], [3.49252, 0.25838, 0.08454], [3.74269, -1.05501, 1.27197], [3.32148, 0.82266, 3.74430], [3.03728, -0.88511, 3.36330], [0.90433, 1.14343, 4.23168], [1.37482, -0.34272, 5.04966], [-4.52814, -2.17042, 4.55035], [-5.08147, 5.90495, 2.24953], [-3.83648, 4.38297, 1.60154], [-3.49374, 4.29789, 0.25184], [-2.65752, 3.29102, -0.17807], [-2.16899, 2.35317, 0.73554], [-2.52170, 2.43875, 2.08529], [-3.34797, 3.45394, 2.51734], [-1.26264, 1.30482, 0.28612], [-0.73043, 1.32497, -0.84218], [-1.03798, 0.33552, 1.10932], [-3.88111, 5.01832, -0.45153], [-2.37969, 3.22413, -1.22061], [-2.14739, 1.70584, 2.78538], [-3.61779, 3.52915, 3.55891], [1.07054, 3.11953, -2.24556], [1.74465, 1.42253, -2.68495], [3.61170, 1.38772, -2.37878], [1.45546, 1.04284, -4.50099], [0.63919, -0.22746, -1.22921], [1.87304, -2.78698, -1.96878], [3.64429, -2.47065, -1.52755], [1.57884, -2.96162, -3.78363], [1.10875, -4.05959, -0.85881], [-1.79382, -1.17382, -2.18990], [-1.66558, -0.95867, -4.04022], [-2.03417, -2.94073, -1.64507], [-3.13866, -0.08771, -1.50122], [1.71435, 3.86144, -2.71935], [1.05292, 3.32231, -1.17771], [0.06110, 3.25893, -2.62558], [4.09059, 2.02629, -3.12118], [4.04805, 0.40083, -2.49939], [3.89717, 1.78442, -1.40559], [1.83717, 1.86004, -5.10994], [0.40190, 0.93017, -4.74292], [1.97497, 0.14177, -4.81910], [4.09436, -1.57123, -1.93083], [4.15120, -3.32161, -1.99351], [3.82374, -2.52105, -0.45854], [1.94254, -2.12766, -4.37583], [0.54041, -3.15273, -4.03159], [2.15865, -3.84479, -4.06702], [0.89560, -3.68834, 0.14159], [1.85387, -4.85489, -0.76457], [0.20920, -4.49465, -1.27003], [-0.89621, -1.56636, -4.50370], [-1.50417, 0.08092, -4.31570], [-2.62516, -1.25367, -4.46715], [-1.48052, -3.64081, -2.25988], [-3.09415, -3.16032, -1.78897], [-1.81221, -3.11516, -0.59550], [-3.06614, 0.94735, -1.82130], [-3.23852, -0.13034, -0.41840], [-4.05593, -0.50619, -1.92354]],
  "total_energy_ev": -136290.390,
  "total_charge": 2,
  "homo_energy_ha": [-0.4795, -0.4815],
  "spin_multiplicity": 2,
  "mol_weight_g_mol": 964.628
}

No. 4
{
  "formula": "C26H42FN2O9P2",
  "method": "ωB97M-V/def2-TZVPD",
  "elements": ["C", "C", "C", "C", "C", "C", "C", "C", "C", "C", "C", "O", "C", "O", "C", "C", "N", "N", "C", "C", "F", "C", "P", "P", "O", "O", "O", "C", "C", "C", "O", "C", "C", "O", "H", "H", "H", "H", "H", "H", "H", "H", "H", "H", "H", "H", "H", "H", "H", "H", "H", "H", "H", "H", "H", "H", "H", "H", "H", "H", "H", "H", "H", "H", "H", "H", "H", "H", "O", "C", "O", "C", "C", "C", "H", "H", "H", "H", "H", "H", "H", "H"],
  "positions_angstrom": [[2.17965, 1.16783, 3.95285], [2.21735, -0.16214, 3.93942], [1.42196, -1.03200, 2.98044], [1.50528, -0.54108, 1.56175], [2.76210, -0.58411, 0.89248], [3.98195, -1.19217, 1.50194], [3.87969, -2.71802, 1.68434], [3.30746, -3.48007, 0.47807], [2.55939, -4.75016, 0.90806], [1.28192, -4.32996, 1.63392], [0.15716, -5.35929, 1.63928], [-0.50627, -5.42380, 2.91132], [-1.23162, -4.29688, 3.14711], [-0.72374, -3.30170, 3.57489], [-2.67943, -4.39743, 2.88055], [-3.50430, -3.54555, 3.47919], [2.90287, -0.09883, -0.31810], [1.83479, 0.40704, -0.91656], [2.15239, 0.93565, -2.26646], [2.05504, 2.45115, -2.38621], [1.36947, 0.28542, -3.18609], [0.59965, 0.48077, -0.42089], [-0.75821, 1.19884, -1.41367], [-1.58069, -0.57950, -2.35788], [-2.93789, -0.83863, -1.86617], [-0.57614, -1.79838, -2.09095], [-1.48130, -0.29140, -3.90749], [0.38582, -0.03425, 0.89328], [-0.99014, -0.04227, 1.50137], [-1.40872, 1.28822, 2.15271], [-2.62748, 1.80840, 1.61779], [-3.68289, 0.95179, 1.75509], [-4.62994, 0.97873, 0.60618], [-3.80114, 0.24682, 2.70850], [2.43120, 1.70164, 4.85757], [1.94398, 1.74968, 3.06932], [2.86668, -0.68024, 4.63475], [1.75062, -2.05733, 3.08377], [0.41344, -1.00867, 3.36302], [4.83197, -0.98263, 0.85580], [4.21122, -0.71204, 2.45111], [3.36358, -2.97334, 2.60405], [4.89442, -3.08621, 1.82991], [2.58351, -2.90341, -0.10000], [4.12586, -3.73194, -0.19511], [3.18919, -5.41898, 1.48851], [2.25638, -5.24760, -0.01669], [1.51046, -4.15468, 2.68376], [0.90996, -3.37950, 1.24788], [-0.58286, -5.16385, 0.85866], [0.55430, -6.35290, 1.44939], [-3.06130, -5.16751, 2.22667], [-4.57025, -3.71695, 3.48287], [-3.13239, -2.65749, 3.96854], [3.17825, 0.65248, -2.47473], [1.10798, 2.72601, -2.83867], [2.17481, 2.93216, -1.42076], [2.83247, 2.79115, -3.06391], [-1.71650, 1.59824, -0.47694], [-1.07784, -2.51375, -1.67288], [-1.17290, -1.06331, -4.40174], [-1.05583, -0.82021, 2.25056], [-1.69756, -0.34768, 0.73055], [-1.54678, 1.13125, 3.22038], [-0.65145, 2.05877, 2.03735], [-5.22403, 1.89117, 0.60794], [-5.27717, 0.11156, 0.63905], [-4.08327, 0.95660, -0.33467], [-1.07173, 4.00168, -2.42852], [-1.33660, 4.64214, -3.41636], [-0.32388, 5.13011, -4.14428], [-0.50457, 5.74673, -5.42935], [-0.82815, 7.21998, -5.30976], [-2.75939, 4.96686, -3.79618], [-1.24822, 5.20441, -6.01356], [0.44860, 5.61570, -5.93766], [-1.77330, 7.38514, -4.79260], [-0.89443, 7.67357, -6.29815], [-0.05135, 7.73116, -4.74174], [-3.06434, 5.86843, -3.26639], [-3.39326, 4.14294, -3.47841], [-2.91359, 5.10765, -4.86246]],
  "total_energy_ev": -70340.171,
  "total_charge": 1,
  "homo_energy_ha": -0.4386,
  "mol_weight_g_mol": 607.573
}